## i
{
  "formula": "C54H46AsBrF3IN8O2Zr",
  "method": "the ωB97M-V functional and the def2-TZVPD basis",
  "multiplicity": 1,
  "homo_energy_ha": -0.2296,
  "orbital_gap_ev": 4.73,
  "lumo_energy_ev": -1.52,
  "symbols": ["Zr", "C", "C", "C", "C", "C", "N", "C", "C", "C", "C", "C", "C", "C", "C", "N", "C", "N", "C", "N", "C", "N", "C", "N", "C", "N", "C", "C", "C", "C", "C", "C", "C", "C", "C", "C", "C", "C", "C", "C", "N", "H", "H", "H", "H", "H", "H", "H", "H", "H", "H", "H", "H", "H", "H", "H", "H", "Br", "C", "C", "C", "C", "C", "C", "I", "H", "H", "H", "H", "C", "As", "C", "C", "O", "H", "H", "H", "H", "H", "H", "H", "H", "H", "F", "C", "F", "F", "C", "C", "C", "C", "C", "C", "C", "C", "C", "C", "C", "C", "O", "H", "H", "H", "H", "H", "H", "H", "H", "H", "H", "H", "H", "H", "H", "H", "H", "H"],
  "coordinates": [[0.78, 0.05, -0.28], [7.33, 1.67, 0.17], [7.31, 0.75, 1.23], [6.21, -0.06, 1.45], [5.13, 0.08, 0.61], [3.85, -0.59, 0.51], [3.59, -1.66, 1.25], [2.55, -2.43, 1.00], [2.43, -3.73, 1.63], [3.18, -4.41, 2.57], [2.76, -5.68, 2.94], [1.63, -6.25, 2.38], [0.90, -5.60, 1.40], [1.31, -4.34, 1.02], [0.83, -3.37, 0.04], [-0.05, -3.69, -0.87], [-0.42, -2.87, -1.82], [-0.12, -1.54, -1.96], [-0.66, -1.16, -3.16], [-0.50, -0.02, -3.79], [0.45, 0.83, -3.46], [1.37, 0.67, -2.47], [2.40, 1.51, -2.77], [3.57, 1.58, -2.18], [3.87, 0.86, -1.13], [3.10, -0.08, -0.50], [5.15, 0.99, -0.46], [6.26, 1.79, -0.69], [2.07, 2.36, -3.90], [2.72, 3.42, -4.52], [2.05, 4.07, -5.54], [0.79, 3.65, -5.97], [0.15, 2.57, -5.38], [0.80, 1.94, -4.33], [-1.41, -2.24, -3.77], [-2.13, -2.35, -4.95], [-2.69, -3.59, -5.23], [-2.54, -4.67, -4.37], [-1.81, -4.57, -3.20], [-1.25, -3.34, -2.91], [1.55, -2.22, 0.10], [8.20, 2.28, 0.02], [8.17, 0.68, 1.87], [6.20, -0.78, 2.26], [4.06, -3.97, 3.01], [3.31, -6.23, 3.69], [1.32, -7.23, 2.71], [0.03, -6.05, 0.94], [6.26, 2.49, -1.52], [3.69, 3.73, -4.19], [2.51, 4.92, -6.03], [0.30, 4.20, -6.76], [-0.81, 2.23, -5.71], [-2.24, -1.51, -5.61], [-3.26, -3.71, -6.14], [-3.00, -5.62, -4.63], [-1.68, -5.41, -2.54], [-3.56, 1.44, -4.79], [-4.76, 1.92, -3.42], [-6.00, 2.43, -3.77], [-6.91, 2.77, -2.78], [-6.57, 2.61, -1.45], [-5.33, 2.11, -1.10], [-4.41, 1.76, -2.08], [-2.49, 1.00, -1.48], [-6.25, 2.55, -4.81], [-7.88, 3.16, -3.05], [-7.27, 2.88, -0.68], [-5.06, 1.98, -0.06], [0.22, 0.52, 4.40], [1.77, 0.20, 3.22], [2.65, -1.31, 4.11], [2.97, 1.75, 3.35], [1.32, -0.17, 1.70], [0.31, 1.50, 4.86], [0.17, -0.25, 5.17], [-0.69, 0.48, 3.79], [2.82, -1.06, 5.15], [3.59, -1.54, 3.60], [2.00, -2.18, 4.05], [3.38, 1.79, 4.36], [2.40, 2.65, 3.14], [3.77, 1.65, 2.63], [1.92, 3.43, -1.15], [1.17, 3.09, -0.06], [0.20, 2.17, -0.67], [1.98, 2.06, 0.57], [-2.37, -2.20, 0.28], [-2.57, -1.86, 1.74], [-1.31, -2.16, 2.56], [-3.04, -0.43, 1.87], [-4.38, -0.26, 2.15], [-4.93, 0.99, 2.33], [-4.05, 2.05, 2.41], [-2.68, 1.92, 2.18], [-1.94, 3.18, 2.62], [-2.16, 3.39, 4.13], [-0.45, 3.25, 2.32], [-2.16, 0.69, 1.69], [-1.00, 0.54, 1.06], [-2.15, -3.26, 0.15], [-1.53, -1.60, -0.09], [-3.26, -1.96, -0.30], [-3.37, -2.50, 2.13], [-0.50, -1.49, 2.26], [-0.99, -3.18, 2.39], [-1.52, -2.03, 3.62], [-5.02, -1.14, 2.20], [-5.99, 1.13, 2.47], [-4.44, 3.02, 2.65], [-2.43, 4.02, 2.11], [-1.66, 2.61, 4.70], [-3.21, 3.37, 4.40], [-1.74, 4.35, 4.43], [-0.03, 2.25, 2.17], [0.08, 3.75, 3.14], [-0.27, 3.82, 1.42]]
}



## ii
{
  "formula": "C54H46AsBrF3IN8O2Zr",
  "method": "the ωB97M-V functional and the def2-TZVPD basis",
  "multiplicity": 1,
  "homo_energy_ha": -0.2271,
  "orbital_gap_ev": 4.69,
  "lumo_energy_ev": -1.49,
  "symbols": ["Zr", "C", "C", "C", "C", "C", "N", "C", "C", "C", "C", "C", "C", "C", "C", "N", "C", "N", "C", "N", "C", "N", "C", "N", "C", "N", "C", "C", "C", "C", "C", "C", "C", "C", "C", "C", "C", "C", "C", "C", "N", "H", "H", "H", "H", "H", "H", "H", "H", "H", "H", "H", "H", "H", "H", "H", "H", "Br", "C", "C", "C", "C", "C", "C", "I", "H", "H", "H", "H", "C", "As", "C", "C", "O", "H", "H", "H", "H", "H", "H", "H", "H", "H", "F", "C", "F", "F", "C", "C", "C", "C", "C", "C", "C", "C", "C", "C", "C", "C", "O", "H", "H", "H", "H", "H", "H", "H", "H", "H", "H", "H", "H", "H", "H", "H", "H", "H"],
  "coordinates": [[-0.19, 0.55, -0.20], [-2.72, 4.21, -4.97], [-3.30, 4.89, -3.90], [-3.36, 4.33, -2.64], [-2.81, 3.07, -2.47], [-2.64, 2.20, -1.32], [-3.32, 2.34, -0.21], [-3.13, 1.56, 0.84], [-3.96, 1.65, 2.02], [-5.13, 2.34, 2.31], [-5.64, 2.23, 3.59], [-4.99, 1.47, 4.57], [-3.82, 0.78, 4.29], [-3.31, 0.88, 3.00], [-2.17, 0.28, 2.34], [-1.46, -0.65, 2.94], [-0.74, -1.50, 2.24], [-0.49, -1.47, 0.90], [0.00, -2.68, 0.55], [0.34, -3.08, -0.66], [0.12, -2.37, -1.74], [-0.48, -1.15, -1.83], [-0.63, -0.88, -3.16], [-1.13, 0.20, -3.71], [-1.67, 1.16, -2.99], [-1.86, 1.13, -1.64], [-2.21, 2.39, -3.55], [-2.17, 2.95, -4.81], [-0.09, -1.97, -3.97], [0.04, -2.15, -5.33], [0.69, -3.30, -5.76], [1.19, -4.23, -4.85], [1.06, -4.05, -3.49], [0.41, -2.91, -3.06], [0.09, -3.55, 1.71], [0.43, -4.89, 1.89], [0.38, -5.40, 3.17], [-0.01, -4.62, 4.25], [-0.40, -3.30, 4.08], [-0.35, -2.78, 2.80], [-2.09, 0.70, 1.05], [-2.69, 4.69, -5.94], [-3.69, 5.88, -4.06], [-3.79, 4.85, -1.80], [-5.62, 2.93, 1.55], [-6.55, 2.74, 3.85], [-5.41, 1.43, 5.56], [-3.32, 0.19, 5.04], [-1.70, 2.43, -5.63], [-0.34, -1.42, -6.03], [0.81, -3.48, -6.82], [1.71, -5.10, -5.23], [1.46, -4.76, -2.78], [0.70, -5.50, 1.04], [0.64, -6.44, 3.34], [-0.02, -5.05, 5.24], [-0.73, -2.69, 4.91], [5.76, -5.81, -1.25], [6.00, -4.95, 0.42], [7.19, -5.12, 1.09], [7.40, -4.50, 2.31], [6.40, -3.71, 2.86], [5.21, -3.54, 2.17], [4.99, -4.15, 0.94], [3.16, -3.83, -0.06], [7.96, -5.74, 0.66], [8.33, -4.63, 2.84], [6.54, -3.23, 3.81], [4.42, -2.92, 2.59], [4.07, 0.07, 1.23], [2.45, 0.39, 2.30], [3.10, 1.86, 3.44], [2.34, -1.17, 3.47], [0.99, 0.77, 1.65], [4.87, -0.10, 1.95], [4.32, 0.94, 0.62], [3.97, -0.80, 0.59], [4.06, 1.58, 3.89], [2.39, 2.09, 4.23], [3.24, 2.74, 2.82], [3.25, -1.25, 4.06], [2.23, -2.06, 2.84], [1.48, -1.09, 4.12], [1.82, -0.22, -2.65], [2.50, -1.00, -1.75], [1.79, -0.36, -0.45], [3.70, -0.36, -1.65], [-1.91, 3.86, 2.32], [-0.60, 4.61, 2.24], [0.47, 3.84, 3.01], [-0.15, 4.88, 0.82], [-0.04, 6.22, 0.49], [0.54, 6.66, -0.69], [1.13, 5.72, -1.49], [1.04, 4.36, -1.21], [1.89, 3.43, -2.03], [2.86, 2.69, -1.11], [1.04, 2.45, -2.84], [0.27, 3.88, -0.11], [0.03, 2.57, 0.03], [-2.26, 3.79, 3.35], [-1.72, 2.86, 1.95], [-2.68, 4.33, 1.72], [-0.73, 5.59, 2.72], [0.64, 2.88, 2.52], [0.13, 3.66, 4.03], [1.40, 4.41, 3.04], [-0.41, 6.96, 1.19], [0.59, 7.71, -0.92], [1.70, 6.03, -2.36], [2.47, 4.04, -2.73], [2.29, 2.14, -0.35], [3.51, 3.41, -0.62], [3.48, 2.00, -1.69], [0.55, 1.75, -2.13], [1.66, 1.89, -3.53], [0.29, 2.99, -3.41]]
}



Which one sits at the top of the stability order? ii does.



## i
{
  "formula": "CH4FNO2",
  "method": "the ωB97M-V functional and the def2-TZVPD basis",
  "multiplicity": 1,
  "homo_energy_ha": -0.3000,
  "orbital_gap_ev": 8.59,
  "lumo_energy_ev": 0.43,
  "symbols": ["C", "N", "O", "O", "F", "H", "H", "H", "H"],
  "coordinates": [[-0.27, 0.08, -0.09], [0.44, 0.11, 1.11], [-0.83, -1.08, -0.61], [-1.02, 1.22, -0.22], [1.67, -0.60, 1.03], [1.38, 0.14, -1.25], [0.84, 1.08, 1.16], [-0.26, -1.96, -0.48], [-1.95, 1.00, -0.64]]
}



## ii
{
  "formula": "CH4FNO2",
  "method": "the ωB97M-V functional and the def2-TZVPD basis",
  "multiplicity": 1,
  "homo_energy_ha": -0.3694,
  "orbital_gap_ev": 10.38,
  "lumo_energy_ev": 0.33,
  "symbols": ["C", "N", "O", "O", "F", "H", "H", "H", "H"],
  "coordinates": [[-0.25, -0.03, -0.18], [0.46, 0.69, 0.87], [0.10, 0.47, -1.40], [0.17, -1.30, -0.03], [-0.23, 1.85, 1.17], [-1.36, 0.23, 0.06], [0.16, -0.06, 2.09], [0.83, -0.09, -1.70], [0.11, -1.77, -0.89]]
}



Which one sits at the top of the stability order? ii does.



## i
{
  "formula": "C40H43CdN6O3S2Sb",
  "method": "the ωB97M-V functional and the def2-TZVPD basis",
  "multiplicity": 1,
  "homo_energy_ha": -0.2687,
  "orbital_gap_ev": 7.74,
  "lumo_energy_ev": 0.43,
  "symbols": ["Cd", "C", "C", "C", "C", "C", "H", "H", "H", "H", "H", "O", "C", "C", "C", "C", "C", "C", "C", "O", "N", "N", "C", "S", "C", "C", "S", "H", "H", "H", "H", "H", "H", "H", "H", "H", "C", "C", "C", "C", "C", "C", "C", "Sb", "C", "C", "C", "C", "C", "C", "C", "C", "C", "C", "C", "C", "C", "C", "H", "H", "H", "H", "H", "H", "H", "H", "H", "H", "H", "H", "H", "H", "H", "H", "H", "H", "H", "H", "H", "N", "C", "C", "C", "N", "H", "H", "H", "H", "N", "C", "N", "O", "H", "H", "H", "H"],
  "coordinates": [[-0.19, 0.38, -0.42], [3.08, 1.47, 0.46], [2.43, 1.56, -0.74], [1.15, 2.20, -0.54], [1.13, 2.57, 0.86], [2.28, 2.10, 1.45], [4.05, 1.03, 0.65], [2.82, 1.29, -1.72], [0.69, 2.82, -1.30], [0.35, 3.16, 1.33], [2.54, 2.18, 2.50], [-5.29, 2.77, 0.51], [-5.27, 2.54, -0.81], [-6.33, 3.04, -1.57], [-6.36, 2.86, -2.93], [-5.33, 2.17, -3.58], [-4.29, 1.66, -2.83], [-4.23, 1.83, -1.44], [-3.06, 1.27, -0.73], [-2.24, 0.54, -1.40], [-2.97, 1.54, 0.56], [-1.80, 1.14, 1.18], [-1.79, 1.32, 2.44], [-3.26, 1.80, 3.30], [-2.45, 1.97, 4.92], [-1.31, 0.97, 4.96], [-0.36, 1.18, 3.42], [-4.44, 2.43, 0.88], [-7.11, 3.58, -1.05], [-7.19, 3.25, -3.51], [-5.35, 2.04, -4.65], [-3.48, 1.13, -3.31], [-3.20, 1.77, 5.68], [-2.09, 2.99, 5.02], [-1.68, -0.05, 5.01], [-0.63, 1.15, 5.79], [4.50, -0.94, -1.66], [4.93, -2.16, -0.88], [6.21, -2.67, -1.09], [6.66, -3.79, -0.41], [5.81, -4.43, 0.49], [4.54, -3.92, 0.70], [4.09, -2.79, 0.04], [2.07, -2.08, 0.52], [1.30, -4.11, 0.22], [0.87, -4.25, -1.10], [0.30, -5.42, -1.57], [0.14, -6.50, -0.71], [0.57, -6.38, 0.60], [1.16, -5.21, 1.08], [1.65, -5.23, 2.52], [2.50, -1.93, 2.65], [3.79, -1.54, 3.00], [4.12, -1.25, 4.32], [3.15, -1.34, 5.30], [1.86, -1.74, 4.95], [1.52, -2.03, 3.64], [0.12, -2.48, 3.32], [5.15, -0.78, -2.52], [4.55, -0.05, -1.03], [3.47, -1.05, -2.00], [6.87, -2.17, -1.79], [7.66, -4.17, -0.58], [6.14, -5.32, 1.02], [3.89, -4.43, 1.41], [0.97, -3.42, -1.78], [-0.02, -5.50, -2.61], [-0.31, -7.42, -1.06], [0.46, -7.22, 1.28], [0.81, -5.38, 3.21], [2.15, -4.30, 2.78], [2.34, -6.06, 2.66], [4.56, -1.47, 2.24], [5.13, -0.95, 4.57], [3.39, -1.12, 6.33], [1.10, -1.82, 5.72], [-0.43, -2.74, 4.22], [0.15, -3.35, 2.66], [-0.42, -1.71, 2.78], [1.27, -0.66, -3.56], [1.00, -1.43, -4.63], [-0.20, -2.04, -4.38], [-0.59, -1.57, -3.12], [0.31, -0.73, -2.63], [2.05, -0.04, -3.42], [1.67, -1.49, -5.48], [-0.73, -2.73, -5.02], [-1.48, -1.81, -2.56], [-3.12, -1.91, -0.53], [-2.09, -2.44, 0.16], [-2.31, -3.64, 0.76], [-0.99, -1.88, 0.24], [-4.05, -2.29, -0.49], [-2.98, -0.97, -0.90], [-3.10, -4.20, 0.50], [-1.48, -4.16, 1.02]]
}



## ii
{
  "formula": "C40H43CdN6O3S2Sb",
  "method": "the ωB97M-V functional and the def2-TZVPD basis",
  "multiplicity": 1,
  "homo_energy_ha": -0.2712,
  "orbital_gap_ev": 7.71,
  "lumo_energy_ev": 0.33,
  "symbols": ["Cd", "C", "C", "C", "C", "C", "H", "H", "H", "H", "H", "O", "C", "C", "C", "C", "C", "C", "C", "O", "N", "N", "C", "S", "C", "C", "S", "H", "H", "H", "H", "H", "H", "H", "H", "H", "C", "C", "C", "C", "C", "C", "C", "Sb", "C", "C", "C", "C", "C", "C", "C", "C", "C", "C", "C", "C", "C", "C", "H", "H", "H", "H", "H", "H", "H", "H", "H", "H", "H", "H", "H", "H", "H", "H", "H", "H", "H", "H", "H", "N", "C", "C", "C", "N", "H", "H", "H", "H", "N", "C", "N", "O", "H", "H", "H", "H"],
  "coordinates": [[1.40, -1.11, 0.07], [3.10, -1.30, 1.66], [3.93, -0.52, 0.78], [3.97, 0.78, 1.28], [3.18, 0.83, 2.46], [2.66, -0.43, 2.69], [3.11, -2.39, 1.72], [4.52, -0.92, -0.03], [4.56, 1.59, 0.88], [3.00, 1.71, 3.06], [2.05, -0.72, 3.54], [-1.35, -3.88, 2.72], [-1.57, -4.83, 1.78], [-2.54, -5.79, 2.07], [-2.81, -6.79, 1.16], [-2.13, -6.85, -0.05], [-1.18, -5.89, -0.34], [-0.88, -4.86, 0.56], [0.12, -3.82, 0.21], [0.24, -2.82, 1.02], [0.75, -4.00, -0.91], [1.74, -3.05, -1.20], [2.16, -3.18, -2.40], [3.53, -2.25, -2.99], [3.82, -3.32, -4.42], [2.47, -3.81, -4.92], [1.49, -4.37, -3.50], [-0.59, -3.34, 2.38], [-3.04, -5.74, 3.02], [-3.56, -7.54, 1.40], [-2.34, -7.63, -0.77], [-0.63, -5.91, -1.27], [4.46, -4.16, -4.13], [4.33, -2.72, -5.17], [2.59, -4.66, -5.60], [1.94, -3.01, -5.44], [-1.43, 4.74, -0.47], [0.04, 4.73, -0.11], [0.73, 5.93, -0.23], [2.07, 6.05, 0.10], [2.75, 4.95, 0.58], [2.08, 3.74, 0.70], [0.74, 3.60, 0.36], [0.04, 1.58, 0.63], [-0.61, 1.48, 2.68], [-0.69, 0.16, 3.11], [-1.08, -0.16, 4.40], [-1.35, 0.86, 5.29], [-1.25, 2.18, 4.88], [-0.89, 2.51, 3.57], [-0.85, 3.97, 3.19], [-1.77, 1.66, -0.54], [-1.48, 1.80, -1.90], [-2.49, 1.85, -2.85], [-3.81, 1.74, -2.45], [-4.10, 1.59, -1.10], [-3.10, 1.55, -0.13], [-3.51, 1.40, 1.31], [-1.81, 5.76, -0.41], [-2.02, 4.11, 0.19], [-1.60, 4.38, -1.48], [0.19, 6.80, -0.59], [2.57, 7.01, 0.00], [3.79, 5.02, 0.87], [2.62, 2.88, 1.07], [-0.45, -0.65, 2.43], [-1.15, -1.20, 4.70], [-1.64, 0.63, 6.31], [-1.47, 2.97, 5.58], [-1.37, 4.57, 3.93], [-1.31, 4.14, 2.23], [0.18, 4.33, 3.12], [-0.45, 1.87, -2.22], [-2.24, 1.97, -3.90], [-4.61, 1.78, -3.17], [-5.13, 1.51, -0.79], [-4.60, 1.43, 1.40], [-3.10, 2.20, 1.93], [-3.15, 0.46, 1.74], [2.90, 1.15, -1.78], [3.28, 1.78, -2.90], [2.43, 1.36, -3.91], [1.56, 0.46, -3.28], [1.85, 0.34, -1.99], [3.29, 1.18, -0.85], [4.10, 2.48, -2.90], [2.44, 1.67, -4.94], [0.74, -0.10, -3.70], [-2.41, -1.76, 0.06], [-1.83, -1.51, -1.15], [-2.62, -1.67, -2.25], [-0.68, -1.09, -1.26], [-3.24, -2.32, 0.08], [-1.73, -1.96, 0.79], [-3.60, -1.85, -2.17], [-2.26, -1.32, -3.12]]
}



Which one sits at the top of the stability order? ii does.